Entry one
This record from OMol25 describes an isolated molecule of C3H7NOS. The level of theory is ωB97M-V with the def2-TZVPD basis set.

Positions of all 13 atoms, in Å:
1 O -1.586 2.015 -0.519
2 C -0.671 1.600 0.200
3 C -0.431 -0.056 0.297
4 C 0.235 -0.291 -1.094
5 S 1.215 -1.827 -1.227
6 N 0.473 -0.323 1.367
7 H -0.256 2.192 1.093
8 H -1.302 -0.672 0.466
9 H 0.923 0.518 -1.389
10 H -0.483 -0.342 -1.929
11 H 0.383 -2.798 -0.791
12 H 1.445 0.008 1.223
13 H 0.054 -0.024 2.303

Output
LUMO energy ... 0.44 eV
Kohn-Sham gap ... 9.48 eV
Structure (SMILES) ... N[C@@H](C=O)CS
E_HOMO ... -0.332 Ha

Charges per atom according to Mulliken partitioning, unit e: -0.46, -0.02, 0.18, -0.95, -0.23, -0.55, 0.30, 0.36, 0.37, 0.40, 0.12, 0.24, 0.23

Entry two
This record from OMol25 describes an isolated molecule of C3H7NOS. The level of theory is ωB97M-V with the def2-TZVPD basis set.

Positions of all 13 atoms, in Å:
1 C 1.672 0.399 0.672
2 C 0.615 -0.593 0.181
3 C -0.751 -0.005 0.368
4 H 1.515 0.674 1.730
5 H 1.615 1.298 0.008
6 H 2.699 0.017 0.507
7 H 0.695 -1.579 0.727
8 H 0.041 -0.877 -1.481
9 H -1.007 0.486 1.319
10 H -3.452 0.399 -1.754
11 N -1.493 0.027 -0.687
12 O 0.933 -0.962 -1.104
13 S -3.084 0.717 -0.485

Output
LUMO energy ... 0.74 eV
Kohn-Sham gap ... 9.99 eV
Structure (SMILES) ... C[C@H](O)/C=N/S
E_HOMO ... -0.340 Ha

Charges per atom according to Mulliken partitioning, unit e: -1.23, 0.32, -0.06, 0.35, 0.31, 0.31, 0.20, 0.39, 0.38, 0.16, -0.42, -0.56, -0.15

Entry three
This record from OMol25 describes an isolated molecule of C3H7NOS. The level of theory is ωB97M-V with the def2-TZVPD basis set.

Positions of all 13 atoms, in Å:
1 C 2.731 -0.072 0.061
2 C 0.318 0.267 0.042
3 C -2.413 0.484 0.135
4 H 3.412 -0.904 0.106
5 H 2.804 0.346 -0.981
6 H 2.977 0.718 0.773
7 H 1.220 -1.477 -0.075
8 H -3.353 -0.062 -0.007
9 H -2.229 1.242 -0.508
10 H -2.265 0.890 1.120
11 N 1.367 -0.533 0.117
12 O 0.340 1.480 -0.150
13 S -1.167 -0.808 -0.092

Output
LUMO energy ... 0.69 eV
Kohn-Sham gap ... 9.70 eV
Structure (SMILES) ... CNC(=O)SC
E_HOMO ... -0.331 Ha

Charges per atom according to Mulliken partitioning, unit e: -0.81, 0.63, -0.82, 0.33, 0.29, 0.24, 0.23, 0.31, 0.30, 0.27, -0.23, -0.59, -0.16

Stability summary: most stable entry three, least stable entry one.

Entry one
This record from OMol25 describes a cluster of 2 separate species, C3H7NOS in total. The level of theory is ωB97M-V with the def2-TZVPD basis set.

Positions of all 13 atoms, in Å:
1 C 1.073 0.713 0.113
2 C 1.574 0.455 1.459
3 C -1.208 -0.782 -1.531
4 N -0.821 -0.552 -0.186
5 O -1.735 0.362 0.377
6 S 1.549 1.373 -1.230
7 H 1.695 -0.592 1.547
8 H 0.768 0.672 2.164
9 H 2.572 0.910 1.681
10 H -1.006 -1.826 -1.650
11 H -2.357 -0.672 -1.732
12 H -0.575 -0.327 -2.289
13 H -1.529 0.267 1.277

Output
LUMO energy (spin up / spin down) ... -0.07 / 0.20 eV
Kohn-Sham gap (spin up / spin down) ... 7.03 / 8.35 eV
E_HOMO (spin up / spin down) ... -0.261 / -0.299 Ha

Charges per atom according to Mulliken partitioning, unit e: 0.36, -0.75, -0.65, -0.26, -0.33, -0.28, 0.28, 0.22, 0.32, 0.29, 0.27, 0.21, 0.32

Entry two
This record from OMol25 describes a structure of composition C3H7NOS. The level of theory is ωB97M-V with the def2-TZVPD basis set.

Positions of all 13 atoms, in Å:
1 C -0.498 -0.826 0.382
2 C 0.954 -0.962 0.617
3 C -0.362 0.370 -0.407
4 N -1.384 1.032 -1.054
5 O 2.250 0.977 -1.114
6 S 1.254 -0.051 -1.026
7 H -0.936 -1.629 -0.282
8 H -1.095 -0.766 1.351
9 H 1.273 -0.723 1.672
10 H 1.261 -1.988 0.345
11 H 0.768 1.960 0.975
12 H -2.165 0.604 -0.596
13 H -1.321 2.003 -0.864

Output
LUMO energy (spin up / spin down) ... -0.43 / -0.31 eV
Kohn-Sham gap (spin up / spin down) ... 7.26 / 8.96 eV
E_HOMO (spin up / spin down) ... -0.283 / -0.341 Ha

Charges per atom according to Mulliken partitioning, unit e: -0.54, -0.59, 0.02, -0.52, -0.53, 0.37, 0.27, 0.29, 0.31, 0.34, 0.01, 0.27, 0.31

Stability summary: most stable entry one, least stable entry two.

Entry one
This record from OMol25 describes a cluster of 2 separate species, C3H7NOS in total. The level of theory is ωB97M-V with the def2-TZVPD basis set.

Positions of all 13 atoms, in Å:
1 C -0.576 0.601 0.441
2 C -0.509 0.898 1.730
3 C -1.766 -0.224 -1.522
4 N -0.679 0.337 -0.716
5 O 2.590 0.059 -0.046
6 S 2.990 -1.037 1.118
7 H -1.070 1.762 1.981
8 H 0.149 0.435 2.435
9 H 3.312 -2.021 0.279
10 H -2.732 -0.110 -1.170
11 H -1.779 0.385 -2.467
12 H -1.540 -1.166 -1.725
13 H 1.610 0.080 -0.337

Output
LUMO energy ... 0.70 eV
Kohn-Sham gap ... 9.43 eV
Structure (SMILES) ... C=C=NC.OS
E_HOMO ... -0.321 Ha

Charges per atom according to Mulliken partitioning, unit e: 0.67, -0.93, -0.84, -0.37, -0.47, -0.05, 0.23, 0.27, 0.13, 0.35, 0.26, 0.36, 0.38

Entry two
This record from OMol25 describes an isolated molecule of C3H7NOS. The level of theory is ωB97M-V with the def2-TZVPD basis set.

Positions of all 13 atoms, in Å:
1 C 0.323 -1.718 0.781
2 C -1.559 0.141 0.035
3 C 1.348 1.700 -0.890
4 H 1.227 -1.411 0.215
5 H 0.458 -2.771 1.032
6 H 0.186 -1.030 1.670
7 H -2.567 0.308 -0.484
8 H -1.532 0.395 1.102
9 H 0.951 2.017 -1.861
10 H 2.402 1.798 -0.669
11 N 0.582 1.205 -0.027
12 O -0.674 0.962 -0.700
13 S -1.145 -1.596 -0.205

Output
LUMO energy ... 1.01 eV
Kohn-Sham gap ... 9.63 eV
Structure (SMILES) ... C=NOCSC
E_HOMO ... -0.317 Ha

Charges per atom according to Mulliken partitioning, unit e: -0.69, -0.32, -0.30, 0.22, 0.31, 0.23, 0.23, 0.33, 0.30, 0.29, -0.34, -0.17, -0.08

Entry three
This record from OMol25 describes a cluster of 2 separate species, C3H7NOS in total. The level of theory is ωB97M-V with the def2-TZVPD basis set.

Positions of all 13 atoms, in Å:
1 C -1.771 -0.636 -0.198
2 C 2.660 1.118 -0.134
3 C -0.484 0.196 -0.178
4 N 0.683 -0.242 -0.017
5 O 0.918 -1.495 0.512
6 S 3.611 -0.153 0.144
7 H -1.512 -1.558 0.249
8 H -1.924 -0.849 -1.177
9 H -2.521 -0.029 0.276
10 H 2.742 1.705 -0.957
11 H 1.924 1.395 0.655
12 H -0.421 1.138 -0.638
13 H 1.827 -1.447 1.000

Output
LUMO energy (spin up / spin down) ... 0.15 / 0.15 eV
Kohn-Sham gap (spin up / spin down) ... 8.66 / 8.66 eV
Structure (SMILES) ... C/C=N\O.C=S
E_HOMO (spin up / spin down) ... -0.313 / -0.313 Ha

Charges per atom according to Mulliken partitioning, unit e: -1.08, -0.23, 0.00, -0.18, -0.38, -0.32, 0.34, 0.33, 0.31, 0.30, 0.25, 0.37, 0.30

Stability summary: most stable entry two, least stable entry three.